A 24-piece molecular cluster, C68H199N15O24 overall. Source: the OMol25 dataset; level of theory: wB97M-V/def2-TZVPD.

```
306
Properties=species:S:1:pos:R:3:forces:R:3:lowdin_charge:R:1
O 1.268114 -7.658676 -4.384819 0.2 0.5 0.6 -0.050
H 0.910392 -8.287554 -5.011536 -0.2 -0.9 -0.5 -0.009
H 0.901399 -6.816495 -4.654036 0.0 0.3 0.0 0.040
O -1.303950 -11.249863 -2.216598 -0.5 -0.2 -0.7 -0.036
H -0.821597 -11.417000 -1.406882 0.6 0.1 0.7 -0.010
H -1.687478 -10.381666 -2.092614 -0.1 0.2 0.0 0.056
O 4.782546 -10.836074 -11.226427 -0.5 0.1 -1.1 -0.085
H 5.723138 -10.726435 -11.366095 0.2 0.1 0.1 0.025
H 4.699738 -11.031962 -10.293147 0.5 0.0 0.9 -0.041
O 3.131433 -10.330126 -7.116138 -0.1 -0.1 0.2 -0.049
H 2.992733 -9.595526 -7.713927 0.0 0.5 -0.1 0.041
H 2.252534 -10.569420 -6.822018 -0.6 0.1 0.2 0.042
O 9.524538 -9.459325 3.981476 0.0 0.4 0.5 -0.061
H 10.137677 -9.489443 3.247046 0.2 0.4 -0.5 -0.029
H 9.045366 -10.286234 3.928140 -0.4 -0.6 0.3 -0.027
C -0.241637 -8.326159 -7.883626 -0.9 0.8 -0.4 -0.069
C -0.750525 -9.324100 -6.866338 0.7 0.7 -0.6 -0.278
O 0.378752 -9.707914 -6.077896 -0.3 -0.2 -0.7 -0.115
H -1.060904 -8.009623 -8.529160 -0.3 0.1 0.0 0.074
H 0.514480 -8.638240 -8.604042 0.2 -0.6 0.5 0.065
H 0.097379 -7.421063 -7.379679 0.2 0.0 0.0 0.068
H -1.249642 -10.160898 -7.354962 0.3 -0.3 -0.1 0.100
H -1.497565 -8.894837 -6.198692 -0.1 0.4 0.0 0.120
H 0.043274 -10.522235 -5.695882 0.3 -0.9 1.2 0.033
C 3.224507 -6.690739 -8.459596 0.7 -1.4 -0.6 -0.070
C 4.753573 -7.143588 -8.445191 -1.9 1.5 0.1 -0.282
O 5.370390 -6.447434 -7.393582 1.2 0.4 -0.9 -0.128
H 2.751629 -6.920890 -7.504861 0.1 -0.1 0.1 0.043
H 2.719068 -7.268183 -9.233664 -0.2 -0.2 -0.1 0.053
H 2.982532 -5.655476 -8.699987 0.7 0.2 0.1 0.068
H 5.212716 -6.877194 -9.397200 0.1 0.1 0.1 0.110
H 4.893365 -8.218901 -8.334550 -0.3 -0.2 0.0 0.079
H 4.898171 -6.680300 -6.590850 -0.5 -0.1 0.9 0.004
C 12.859293 -9.229347 3.163134 0.1 -0.1 0.7 -0.087
C 12.400735 -9.376951 1.754595 1.5 0.4 -0.5 -0.356
O 11.124200 -8.825980 1.594033 -0.6 -1.2 0.6 -0.099
H 13.004502 -8.175756 3.401780 -0.6 0.0 0.3 0.087
H 13.846836 -9.656712 3.336953 0.0 -0.5 -0.2 0.079
H 12.108436 -9.749905 3.757558 0.3 0.4 0.8 0.060
H 12.478819 -10.428194 1.477299 -0.6 -0.3 -0.2 0.092
H 13.188461 -8.880676 1.187765 -0.3 0.3 -0.8 0.109
H 11.089593 -8.129655 0.934087 0.8 0.6 -0.2 0.008
C -1.081132 -13.224086 -6.852435 -1.3 0.4 1.3 -0.051
C -1.758740 -12.402638 -5.691502 0.6 -2.0 -0.2 -0.283
O -0.725422 -11.880598 -4.881126 0.4 0.8 -0.9 -0.102
H -0.415279 -12.616711 -7.465497 -0.1 0.1 0.0 0.050
H -1.891107 -13.648436 -7.445716 0.1 0.1 -0.3 0.073
H -0.540728 -14.059406 -6.407135 0.2 0.1 -0.1 0.067
H -2.289076 -13.054733 -4.997505 -0.4 -0.6 -0.5 0.113
H -2.538917 -11.738315 -6.063140 0.4 0.8 -0.1 0.103
H -1.021730 -11.792085 -3.972302 -0.1 0.3 0.7 0.039
C 8.934003 -7.919604 -5.676771 2.3 0.2 -1.0 -0.055
C 8.660262 -8.693930 -6.970272 -0.4 0.1 0.7 -0.389
C 9.304718 -10.102134 -6.943313 -0.5 -1.3 0.6 -0.179
O 10.675762 -10.233467 -6.547192 0.6 0.1 0.2 -0.211
C 11.246032 -11.568325 -6.328943 -0.8 1.5 -0.3 -0.071
N 7.215374 -8.752461 -7.156007 0.0 -1.3 -0.7 0.053
H 8.719806 -6.857361 -5.794483 -0.4 -0.1 0.1 0.078
H 10.022101 -7.973029 -5.640926 0.4 0.3 0.7 0.069
H 8.586305 -8.315114 -4.722422 -0.5 -0.2 -0.3 0.058
H 8.984378 -8.185974 -7.878591 0.7 0.4 0.3 0.136
H 9.153914 -10.619370 -7.890856 -0.1 0.1 -0.3 0.122
H 8.750706 -10.669984 -6.195828 -0.5 -0.2 0.1 0.090
H 11.500276 -12.035503 -7.280369 0.1 0.0 -0.1 0.082
H 10.622075 -12.268699 -5.773737 -0.6 0.2 0.1 0.061
H 12.123678 -11.386030 -5.708778 0.1 0.0 -0.3 0.078
H 6.767449 -9.264244 -6.409317 0.1 -0.1 0.3 0.015
H 6.847731 -7.817240 -7.054479 -0.1 0.3 -0.3 0.039
C 2.938997 -8.712203 -1.023551 -0.5 0.2 0.4 -0.034
C 1.894777 -8.148249 -0.050618 1.0 -0.4 -0.5 -0.405
C 2.353561 -8.442588 1.388295 -1.6 0.6 -0.5 -0.189
O 2.466419 -9.816654 1.581509 0.6 -1.2 0.3 -0.208
C 3.775713 -10.316301 1.806150 0.1 -0.3 -0.3 -0.068
N 1.753759 -6.722765 -0.298624 -0.2 0.4 0.3 0.029
H 3.924153 -8.306709 -0.793067 0.0 0.2 -0.1 0.068
H 2.648722 -8.435558 -2.037123 0.2 -0.2 -0.2 0.070
H 3.044642 -9.791275 -0.911561 -0.2 0.0 -0.2 0.062
H 0.897300 -8.533035 -0.262933 0.1 -1.1 0.4 0.128
H 1.506314 -8.138110 2.002759 0.1 0.3 0.5 0.125
H 3.245970 -7.892764 1.687267 0.1 0.1 -0.2 0.119
H 4.229614 -9.946962 2.725753 -0.1 0.2 0.1 0.080
H 4.431394 -10.132218 0.955094 0.1 0.4 -0.1 0.071
H 3.737631 -11.403504 1.874315 -0.4 -0.1 0.2 0.086
H 1.264241 -6.646459 -1.178768 0.2 0.2 -0.4 0.083
H 1.089505 -6.352458 0.366017 -0.1 0.3 0.3 0.086
C 4.317541 -11.353615 -3.517006 -0.9 -0.9 0.1 -0.032
C 4.989950 -10.028695 -3.824156 -1.0 0.2 1.2 -0.404
C 6.163284 -9.683020 -2.917679 0.1 -0.1 0.5 -0.144
O 5.790357 -9.600006 -1.527041 -0.3 0.2 -1.3 -0.181
C 6.914566 -9.264059 -0.778953 1.0 0.4 0.6 -0.122
N 5.372937 -9.994180 -5.207294 1.0 -0.5 0.0 0.061
H 4.986214 -12.189796 -3.312607 0.5 0.0 -0.3 0.068
H 3.727165 -11.614499 -4.395359 0.1 -0.2 -0.2 0.070
H 3.567949 -11.459842 -2.732844 0.1 0.8 0.5 0.057
H 4.240948 -9.242124 -3.732466 -0.1 0.0 0.6 0.114
H 6.651232 -8.767539 -3.252193 -0.3 0.4 0.1 0.103
H 6.977388 -10.406160 -2.966738 0.1 -0.7 -0.3 0.120
H 7.445922 -8.355678 -1.062854 -0.4 0.5 -0.6 0.085
H 7.700997 -10.011807 -0.881443 0.0 -0.5 0.3 0.078
H 6.645480 -9.070168 0.259366 -0.2 -0.5 0.0 0.073
H 4.576696 -10.189296 -5.797247 -0.4 0.4 0.0 0.044
H 5.910340 -10.841410 -5.323450 0.7 -0.2 -0.5 0.058
C -2.568682 -10.684627 -10.791338 -0.8 1.1 0.7 -0.072
C -1.627263 -11.459216 -11.635524 2.0 1.2 -0.5 -0.462
C -0.355435 -11.938937 -10.866103 -1.2 -1.1 -0.7 -0.215
O 0.489721 -10.937117 -10.395332 -0.4 0.5 0.2 -0.176
C 1.728116 -11.411482 -9.860862 -0.6 0.5 -0.7 -0.080
N -2.339382 -12.522748 -12.292174 -0.4 -1.3 0.0 0.030
H -3.471106 -10.368356 -11.314492 -0.3 -0.6 -0.3 0.076
H -2.229773 -9.696148 -10.481237 0.8 -0.2 0.3 0.072
H -2.839775 -11.264828 -9.909306 -0.2 0.0 0.0 0.081
H -1.226113 -10.838514 -12.436716 0.2 0.7 0.1 0.134
H 0.148683 -12.591428 -11.578986 0.5 -0.1 -0.1 0.118
H -0.709912 -12.598045 -10.073616 0.0 -0.1 0.5 0.115
H 2.293946 -10.510079 -9.625452 0.1 -0.2 -0.1 0.075
H 2.234540 -11.976337 -10.643529 0.3 -0.1 0.1 0.092
H 1.592319 -12.010712 -8.960536 -0.1 -0.2 0.1 0.079
H -1.724900 -13.160130 -12.778245 0.3 -0.1 0.1 0.068
H -2.889130 -12.115707 -13.035271 -0.3 0.1 0.1 0.075
C 1.524592 -12.937485 -0.982480 -0.6 -1.3 -0.7 -0.040
C 0.394590 -12.894672 0.051556 1.4 0.0 -0.7 -0.425
C 0.780971 -13.688909 1.275664 -0.2 0.3 0.1 -0.241
O 0.762800 -15.045503 1.010037 -0.6 -1.7 -0.1 -0.183
C 0.895847 -15.844922 2.188095 0.7 -0.4 -1.0 -0.085
N 0.313025 -11.483210 0.315144 -1.1 0.2 0.5 0.046
H 2.294239 -12.199828 -0.755289 0.1 -0.2 0.4 0.070
H 1.225329 -12.701572 -2.003695 -0.3 0.0 0.0 0.071
H 1.917536 -13.954145 -0.972833 0.4 0.1 -0.2 0.075
H -0.587104 -13.291108 -0.207722 0.1 0.0 -0.8 0.147
H -0.023044 -13.458623 1.974688 0.3 0.2 0.9 0.129
H 1.791584 -13.450528 1.607233 0.0 0.6 0.5 0.134
H 0.921878 -16.899983 1.915570 -0.3 0.0 -0.5 0.081
H 0.074227 -15.755766 2.898784 0.2 0.6 0.2 0.091
H 1.905611 -15.689508 2.567982 -0.1 0.4 0.8 0.081
H 1.258593 -11.185416 0.508367 -0.1 0.7 0.3 0.045
H -0.221943 -11.373944 1.164832 -0.1 0.6 0.3 0.089
C 6.428433 -4.351598 -0.378511 0.9 -0.1 1.3 -0.048
C 5.519337 -5.568870 -0.161923 0.5 0.5 -1.2 -0.414
C 5.921112 -6.337084 1.114183 0.4 0.6 -0.5 -0.154
O 7.348962 -6.633370 1.129296 -1.6 0.7 -0.7 -0.222
C 7.770705 -7.338658 2.274950 -0.4 -0.2 -0.6 -0.093
N 4.128692 -5.117775 -0.222345 0.7 0.1 0.9 0.068
H 7.433402 -4.693669 -0.625732 0.1 -0.1 -0.1 0.059
H 6.546795 -3.890575 0.602082 -0.1 0.4 -0.1 0.038
H 6.192809 -3.546412 -1.074396 -0.7 -0.5 -0.2 0.078
H 5.736706 -6.224687 -1.004991 0.0 -0.6 -0.2 0.102
H 5.323953 -7.247136 1.171733 0.1 -0.4 0.1 0.096
H 5.645521 -5.702280 1.956310 0.1 0.0 0.4 0.106
H 7.640946 -6.728261 3.168643 0.4 0.0 0.2 0.076
H 8.792075 -7.642048 2.045067 0.0 0.1 0.6 0.080
H 7.164261 -8.235345 2.402534 0.0 -0.3 0.1 0.064
H 3.984734 -4.810880 -1.173754 -0.1 0.3 -0.1 0.036
H 3.428222 -5.823932 -0.046859 0.1 -0.2 0.0 0.003
C 6.767225 -16.810589 1.810737 0.8 1.2 0.9 -0.059
C 5.321129 -16.525449 1.428574 1.5 0.4 0.0 -0.433
C 5.283909 -15.472175 0.279691 0.0 -0.8 1.0 -0.206
O 5.649489 -14.195330 0.740791 -0.7 0.7 0.1 -0.177
C 5.769779 -13.287833 -0.355468 1.3 -0.2 0.2 -0.081
N 4.868999 -17.781783 0.960092 -1.6 -1.6 -1.3 0.022
H 7.235527 -15.946449 2.281964 0.0 0.3 -0.1 0.069
H 7.381432 -17.044028 0.941056 -0.3 -0.1 -0.1 0.066
H 6.925823 -17.601677 2.543633 -0.5 -0.3 0.0 0.078
H 4.677402 -16.221520 2.254014 0.4 0.7 0.3 0.133
H 4.260579 -15.518385 -0.092820 -0.2 0.4 -0.5 0.115
H 5.993240 -15.760161 -0.496201 -0.1 -0.4 -0.3 0.104
H 6.691682 -13.571365 -0.863211 0.0 -0.3 -0.8 0.080
H 6.033226 -12.275643 -0.048597 -0.7 0.0 0.6 0.064
H 4.926709 -13.285694 -1.046349 -0.2 -0.1 0.1 0.075
H 3.860865 -17.841609 0.973408 -0.3 0.1 -0.3 0.069
H 5.150141 -18.564180 1.533592 0.4 0.2 0.1 0.074
C 4.884055 -17.860208 -5.171883 -1.8 1.1 -1.8 -0.067
C 5.437179 -16.480417 -4.728592 -1.7 -1.4 1.8 -0.363
C 4.388648 -15.610363 -3.851268 1.3 -0.1 -2.7 -0.140
O 3.323650 -15.198970 -4.728760 1.1 -0.4 0.7 -0.183
C 2.392995 -14.436397 -4.026022 -1.4 0.0 -0.2 -0.134
N 6.528731 -16.863761 -3.851507 0.7 1.4 0.3 0.010
H 4.962583 -18.736191 -4.527995 0.4 0.4 0.3 0.078
H 5.305305 -18.055563 -6.158027 0.4 -0.5 0.1 0.074
H 3.832377 -17.758160 -5.439596 -0.4 -0.1 0.2 0.069
H 5.819824 -16.015681 -5.637284 -0.2 0.7 0.4 0.116
H 4.861038 -14.689837 -3.508358 0.4 0.0 0.2 0.093
H 4.076325 -16.159006 -2.962705 -0.4 -0.4 -0.1 0.121
H 2.751324 -13.622329 -3.395945 0.7 -0.1 0.0 0.048
H 1.782783 -15.092910 -3.405750 -0.1 0.0 0.3 0.092
H 1.713986 -13.974682 -4.742857 0.0 0.0 -0.2 0.085
H 7.176208 -17.337423 -4.465121 0.3 -0.4 0.4 0.084
H 6.131777 -17.515333 -3.189717 0.4 -0.3 0.1 0.078
C 10.106686 -5.937805 -1.839386 -0.1 -1.5 -0.8 -0.034
C 10.572903 -7.139704 -0.991912 0.0 0.5 0.3 -0.376
C 11.118998 -8.433165 -1.707917 -0.3 0.4 0.3 -0.174
O 10.058358 -9.038467 -2.376703 -1.6 -0.5 -0.5 -0.199
C 10.231331 -10.318193 -2.998984 0.5 0.7 0.1 -0.064
N 11.566027 -6.618961 -0.037916 0.5 -1.2 0.0 0.033
H 9.726295 -5.118494 -1.229349 0.2 -0.1 0.1 0.069
H 9.318378 -6.246976 -2.525751 -0.1 0.1 -0.1 0.067
H 10.957272 -5.632496 -2.448807 0.0 0.4 0.0 0.080
H 9.752354 -7.499091 -0.370922 -0.4 0.0 -0.2 0.115
H 11.484312 -9.164615 -0.987068 0.4 0.3 0.5 0.111
H 11.921235 -8.215910 -2.413134 0.3 0.3 -0.2 0.128
H 9.497056 -10.370372 -3.802861 0.4 0.2 -0.3 0.068
H 10.065175 -11.217443 -2.405826 -0.2 0.3 0.9 0.072
H 11.266970 -10.396553 -3.329731 0.0 0.0 -0.6 0.087
H 12.432792 -6.441926 -0.525233 0.1 0.4 0.2 0.090
H 11.239372 -5.800098 0.454885 0.0 0.1 -0.2 0.090
C 6.260053 -13.477079 -9.217865 0.4 -0.3 -0.4 -0.047
C 5.287973 -12.809627 -8.263980 1.0 0.8 0.9 -0.382
C 5.613025 -13.059156 -6.788332 -0.1 -2.7 0.2 -0.217
O 6.812623 -12.491276 -6.361404 1.5 0.7 0.6 -0.211
C 7.555795 -13.220938 -5.369194 -0.4 0.3 0.4 -0.075
N 5.347953 -11.356633 -8.422769 -0.9 -0.3 -1.0 0.056
H 7.278858 -13.196255 -8.950892 0.1 -0.2 0.3 0.079
H 6.197530 -13.160143 -10.258889 -0.6 0.3 0.1 0.066
H 6.177484 -14.562969 -9.264094 0.0 -0.1 0.4 0.076
H 4.255622 -13.143927 -8.366933 -0.1 0.0 -0.4 0.140
H 5.723256 -14.132014 -6.630458 -0.1 -0.5 -0.2 0.100
H 4.776246 -12.828850 -6.128897 -0.2 0.7 0.0 0.111
H 8.289087 -12.600205 -4.854347 0.1 0.6 -0.6 0.063
H 8.124687 -14.083647 -5.715902 -0.4 -0.2 -0.5 0.089
H 6.933304 -13.508659 -4.521954 -0.5 -0.4 -0.1 0.072
H 6.177587 -10.972227 -7.993781 0.2 0.2 0.0 0.058
H 4.517397 -11.039792 -7.943293 0.4 0.5 0.1 0.016
C 9.281063 -15.941939 -1.048450 0.2 1.1 1.2 -0.048
C 9.527982 -14.991090 -2.207659 0.8 0.3 -0.6 -0.417
C 10.926750 -14.313498 -2.313890 -1.4 -0.7 1.4 -0.185
O 11.038529 -13.379559 -1.231596 0.9 -0.3 -0.8 -0.218
C 12.411582 -12.967524 -1.182333 -1.1 0.7 0.5 -0.103
N 9.240981 -15.747344 -3.416758 -0.1 -0.1 -0.4 0.027
H 9.665477 -15.569155 -0.099051 0.3 0.1 0.1 0.076
H 9.726434 -16.917175 -1.245081 0.0 0.0 0.0 0.084
H 8.213299 -16.029321 -0.847635 -0.1 -0.3 -0.4 0.049
H 8.817183 -14.165802 -2.249694 -0.1 0.2 0.5 0.123
H 11.026286 -13.819279 -3.280294 0.0 0.0 -0.1 0.112
H 11.705329 -15.065115 -2.183542 0.2 -0.2 -0.3 0.122
H 12.431832 -12.090243 -0.535748 0.2 -0.1 0.2 0.071
H 12.742527 -12.632677 -2.165412 0.2 -0.2 -0.2 0.083
H 13.041467 -13.760938 -0.780015 0.1 0.0 -0.1 0.089
H 9.477917 -16.705974 -3.204670 0.7 -0.3 -0.3 0.054
H 8.239591 -15.866095 -3.359926 -0.7 0.2 -0.6 0.007
C 6.026465 -5.943862 -4.082338 1.4 1.3 1.4 -0.046
C 4.530309 -6.133677 -3.922119 1.8 0.1 -0.3 -0.396
C 3.800969 -4.803974 -4.081151 -0.5 0.2 -0.1 -0.190
O 4.172858 -3.923267 -3.051179 0.4 1.9 0.6 -0.220
C 3.696975 -2.534618 -3.169926 -0.3 -1.2 -0.3 -0.048
N 4.194283 -7.086526 -4.940178 -1.0 -0.6 -0.4 0.063
H 6.348313 -5.288326 -4.891525 -0.3 0.0 -0.1 0.094
H 6.722596 -6.782587 -4.075484 -0.8 -0.8 -0.5 0.054
H 6.354794 -5.504712 -3.140297 0.2 0.8 0.0 0.064
H 4.440327 -6.520800 -2.907153 -0.7 0.0 0.3 0.123
H 2.722700 -4.957185 -4.036782 -0.4 -0.2 0.0 0.117
H 4.000779 -4.340371 -5.047198 0.3 -0.2 -0.3 0.129
H 2.678220 -2.461647 -2.789238 -0.2 -0.2 0.0 0.081
H 3.698043 -2.191913 -4.204652 0.0 -0.3 -0.2 0.080
H 4.277091 -1.796834 -2.615624 0.5 -0.7 0.3 0.083
H 3.273363 -7.474918 -4.794736 -0.5 0.1 -0.1 0.049
H 4.817001 -7.872393 -4.818804 0.3 0.0 -0.4 0.043
C 3.600408 -11.042558 8.139019 0.3 1.3 -0.9 -0.073
C 3.832230 -11.750030 6.786235 0.1 0.3 0.9 -0.397
C 5.099694 -11.299089 5.964555 -0.1 0.9 0.7 -0.160
O 4.999195 -9.885201 5.644847 -0.5 -1.2 0.0 -0.198
C 6.088290 -9.410456 4.869809 -0.1 -0.5 -0.1 -0.123
N 3.789216 -13.176788 7.103691 1.0 -1.1 -0.7 0.010
H 3.431637 -9.982581 7.949097 0.0 0.2 0.2 0.070
H 4.442439 -11.120712 8.826746 0.2 -0.2 -0.1 0.078
H 2.721825 -11.433503 8.652199 -0.1 -0.1 -0.2 0.069
H 2.989721 -11.536619 6.128397 -0.1 0.1 0.0 0.128
H 5.248446 -11.912932 5.076191 -0.6 0.0 -0.4 0.103
H 6.061780 -11.393837 6.468061 0.0 -0.3 0.8 0.118
H 5.786846 -8.445985 4.461120 0.2 0.0 0.2 0.085
H 6.331145 -10.083848 4.047817 -0.3 -0.2 -0.4 0.053
H 7.033043 -9.373109 5.412161 0.0 0.4 0.4 0.089
H 3.179246 -13.381730 7.882174 -0.7 0.4 -0.2 0.056
H 4.663018 -13.445583 7.533008 0.6 -0.1 -0.3 0.063
C 6.330430 -2.985812 3.196478 0.1 0.2 0.6 -0.047
C 7.835848 -3.206299 3.444603 -0.7 0.8 1.0 -0.444
C 8.127797 -4.065868 4.679971 -1.0 -0.8 0.9 -0.197
O 9.442383 -4.186959 5.177393 0.6 -0.4 -1.5 -0.179
C 10.035659 -3.080857 5.772863 0.0 0.4 0.6 -0.127
N 8.421202 -3.662952 2.248738 1.3 -0.7 -1.2 0.059
H 6.098143 -2.267489 2.410253 0.6 0.1 -0.1 0.081
H 5.892734 -2.576275 4.106865 -0.3 -0.3 0.1 0.075
H 5.810903 -3.888471 2.874938 0.1 -0.2 0.4 0.055
H 8.269585 -2.232919 3.673744 0.0 0.3 -0.1 0.128
H 7.833307 -5.103403 4.522181 0.0 -0.1 -0.5 0.109
H 7.492676 -3.817805 5.530365 -0.3 0.8 0.1 0.120
H 10.054965 -2.154808 5.198273 -0.3 0.0 -0.4 0.080
H 11.078402 -3.317992 5.983966 -0.1 -0.2 0.0 0.088
H 9.517906 -2.895533 6.713971 0.0 0.3 0.3 0.086
H 8.021732 -4.539603 1.945416 -0.3 -0.2 -0.2 0.042
H 9.390162 -3.893443 2.416332 0.4 0.1 0.0 0.078
C 8.142663 -11.408687 1.674455 1.7 -1.0 0.1 -0.038
C 8.764193 -12.539768 2.621088 -0.1 1.4 -2.0 -0.346
C 10.350510 -12.612324 2.631311 -1.9 0.6 1.3 -0.160
O 10.656845 -13.612632 3.581122 0.6 -1.3 -0.2 -0.199
C 12.042051 -13.942897 3.546340 -0.2 0.6 0.4 -0.094
N 8.206173 -12.193599 3.917041 0.3 -1.0 0.9 0.040
H 8.561931 -10.456782 2.000331 0.0 0.0 -0.2 0.050
H 7.059277 -11.289467 1.687188 0.0 -0.5 0.4 0.058
H 8.447073 -11.592051 0.644015 0.0 0.1 -0.1 0.064
H 8.397042 -13.518044 2.310797 0.2 -0.2 -0.3 0.117
H 10.755365 -11.726443 3.120587 0.0 0.7 -0.6 0.106
H 10.807376 -12.779062 1.655831 -0.2 -0.1 -0.2 0.117
H 12.627763 -13.026122 3.613911 0.2 0.3 -0.1 0.080
H 12.334551 -14.449826 2.626793 -0.1 -0.2 -0.1 0.084
H 12.322409 -14.523732 4.425058 -0.4 -0.2 -0.1 0.089
H 8.623141 -12.846362 4.565230 0.7 0.1 0.7 0.080
H 7.294117 -12.626850 3.893632 -0.8 0.5 -0.1 0.073
```
Forces are in eV/Å.

Values from the calculation:
**LUMO level**: 0.28 eV
**DFT total energy**: -145223.99059 eV
**Gap between HOMO and LUMO**: 0.305 Ha